1.
Formula: C10H16
Source: OMol25
Level of theory: the ωB97M-V functional and the def2-TZVPD basis

```
26
Properties=species:S:1:pos:R:3:mulliken_charge:R:1
C -0.116 -3.356 -0.521 -0.96
C -0.283 -2.310 0.605 -0.92
C -0.650 -0.982 -0.038 0.40
C -1.978 -0.722 -0.380 -0.34
C -2.316 0.381 -1.106 -0.53
C -1.428 1.408 -1.377 -0.46
C -0.059 1.170 -1.076 -0.48
C 0.262 0.013 -0.408 -0.29
H -1.007 -3.334 -1.173 0.32
H -0.147 -4.370 -0.040 0.31
H 0.776 -3.101 -1.086 0.32
H -1.172 -2.602 1.199 0.33
H 0.580 -2.169 1.279 0.39
H -2.697 -1.495 -0.199 0.38
H -3.353 0.447 -1.483 0.30
H -1.728 2.342 -1.826 0.39
H 0.561 2.025 -1.232 0.52
H 1.268 -0.212 -0.084 0.39
C 2.287 2.377 1.012 -0.65
C 2.819 1.873 2.362 -0.96
H 1.358 1.919 0.670 -0.11
H 2.133 3.433 1.166 0.41
H 3.052 2.454 0.219 0.38
H 3.691 1.209 2.176 0.22
H 2.001 1.315 2.867 0.30
H 2.989 2.652 3.100 0.33
```

Calculated values
SMILES = CCc1ccccc1.CC
Maximum force = 0.0552 hartree/bohr
Lowest unoccupied orbital energy = 0.0376 Eh
Gap between HOMO and LUMO = 9.98 eV
Charge = 0
HOMO level = -9.0 eV
2S+1 = 1
ΔE to the lowest compared entry with this formula, charge and spin = 22.80 kcal per mole

***

2.
Formula: C30H49Cl3LaN3O3PSSi
Source: OMol25
Level of theory: the ωB97M-V functional and the def2-TZVPD basis

```
92
Properties=species:S:1:pos:R:3:mulliken_charge:R:1
La 12.883 11.563 10.814 1.47
Cl 15.169 10.533 12.681 -0.02
C 16.689 11.230 12.072 0.33
C 17.692 11.251 13.031 -0.69
C 18.959 11.713 12.713 -0.49
C 19.237 12.148 11.427 -0.63
C 18.236 12.136 10.476 0.15
Cl 18.722 12.712 8.908 -0.23
C 16.905 11.688 10.769 -0.07
S 15.753 11.684 9.516 -0.41
H 17.479 10.922 14.034 0.38
H 19.717 11.715 13.487 0.33
H 20.226 12.501 11.145 0.38
C 13.911 13.166 15.366 -0.60
N 12.705 13.726 14.711 -0.20
C 12.410 13.700 13.377 0.40
N 11.349 14.436 12.999 -0.21
O 13.084 13.033 12.552 -0.29
H 13.599 12.442 16.122 0.29
H 14.590 13.952 15.780 0.28
H 14.445 12.630 14.575 0.08
H 12.101 14.296 15.304 0.19
H 10.948 15.100 13.655 0.16
H 11.051 14.404 12.021 0.10
C 9.005 11.692 13.862 -1.87
C 8.800 10.582 12.796 2.30
C 8.695 11.352 11.443 -2.15
C 7.415 9.927 13.045 -1.81
P 10.331 9.402 12.723 0.36
N 11.444 10.118 11.922 -0.22
C 9.903 7.902 11.645 1.79
C 11.228 7.224 11.224 -1.50
C 8.954 6.835 12.290 -1.85
C 9.323 8.426 10.297 -1.54
C 10.768 8.830 14.495 2.20
C 11.803 7.667 14.471 -1.74
C 9.490 8.399 15.296 -1.74
C 11.498 9.980 15.276 -1.54
H 8.163 12.424 13.776 0.51
H 9.939 12.275 13.721 0.19
H 9.010 11.318 14.889 0.39
H 7.924 12.132 11.550 0.54
H 8.416 10.729 10.577 0.26
H 9.625 11.858 11.132 0.36
H 6.643 10.729 13.016 0.49
H 7.352 9.441 14.026 0.25
H 7.166 9.209 12.276 0.32
H 11.710 6.668 12.029 0.24
H 11.992 7.964 10.870 0.01
H 11.016 6.514 10.398 0.55
H 9.375 6.409 13.221 0.26
H 8.776 6.005 11.567 0.48
H 7.960 7.251 12.513 0.25
H 9.893 9.314 9.954 -0.09
H 8.257 8.717 10.338 0.24
H 9.398 7.640 9.540 0.68
H 11.448 6.718 14.062 0.31
H 12.136 7.471 15.516 0.52
H 12.722 7.929 13.907 0.28
H 9.011 7.516 14.856 0.24
H 8.766 9.236 15.377 0.25
H 9.795 8.125 16.324 0.49
H 12.411 10.331 14.754 -0.01
H 11.791 9.596 16.273 0.54
H 10.881 10.868 15.430 0.28
C 10.847 10.437 7.077 -1.08
Si 12.598 9.831 7.639 0.38
C 13.977 10.753 6.714 -0.95
C 12.828 7.924 7.880 -0.95
H 10.840 10.561 5.974 0.41
H 10.603 11.409 7.545 0.15
H 10.087 9.728 7.402 0.27
H 13.876 10.554 5.608 0.36
H 14.980 10.471 7.100 0.15
H 13.906 11.833 6.905 0.20
H 11.917 7.508 8.289 0.08
H 13.661 7.707 8.589 0.20
H 13.101 7.446 6.905 0.41
Cl 9.967 18.567 6.163 -0.24
C 10.514 17.202 7.134 0.51
C 11.091 16.109 6.493 -0.83
C 11.582 15.059 7.275 -0.23
C 11.362 15.000 8.673 0.17
C 10.745 16.120 9.275 0.14
C 10.380 17.248 8.529 -0.95
C 11.794 13.775 9.347 0.27
O 12.839 13.118 8.896 -0.71
O 11.097 13.273 10.344 -0.54
H 11.123 16.108 5.414 0.41
H 12.156 14.264 6.815 0.42
H 10.503 16.134 10.336 0.32
H 9.958 18.135 8.983 0.39
```

Calculated values
Maximum force = 0.0792 hartree/bohr
Lowest unoccupied orbital energy (spin up / spin down) = 0.0636 / 0.0636 Eh
Gap between HOMO and LUMO (spin up / spin down) = 3.18 / 3.18 eV
Charge = -1
HOMO level (spin up / spin down) = -1.5 / -1.5 eV
2S+1 = 1
ΔE to the lowest compared entry with this formula, charge and spin = 35.80 kcal per mole

***

3.
Formula: C63H159N8O21
Source: OMol25
Level of theory: the ωB97M-V functional and the def2-TZVPD basis

```
251
Properties=species:S:1:pos:R:3:mulliken_charge:R:1
C 3.150 1.661 0.818 -0.37
C 2.224 0.410 0.482 1.88
C 1.180 0.605 1.561 0.15
C -0.115 -0.109 1.364 0.62
C -0.583 0.340 0.010 0.85
C 0.364 0.038 -1.220 2.13
N 1.704 0.432 -0.879 1.17
O 2.762 0.552 -1.978 -0.58
C -0.109 0.899 -2.354 0.59
C 0.282 -1.489 -1.549 -0.67
C 2.929 -0.946 0.713 1.52
H 3.148 2.005 1.852 -0.18
H 2.940 2.576 0.263 -0.18
H 4.208 1.469 0.637 -0.34
H 0.954 1.650 1.772 -0.73
H 1.651 0.117 2.414 -0.37
H -0.864 0.139 2.116 -0.32
H -0.068 -1.196 1.431 -0.58
H -0.915 1.378 -0.010 -0.70
H -1.498 -0.230 -0.155 -0.73
H 0.303 0.592 -3.316 -0.35
H 0.234 1.900 -2.091 -0.31
H -1.193 0.973 -2.432 -0.57
H 1.072 -1.851 -2.207 -0.18
H -0.648 -1.815 -2.014 -0.38
H 0.591 -2.139 -0.730 -0.14
H 3.909 -0.862 1.184 -0.56
H 3.109 -1.533 -0.187 -1.13
H 2.376 -1.716 1.250 -0.59
C -2.530 0.865 -7.520 -1.46
C -2.802 0.446 -6.097 0.63
O -2.381 1.572 -5.305 -0.16
H -2.750 0.145 -8.309 0.37
H -1.560 1.338 -7.676 0.26
H -3.269 1.654 -7.657 0.34
H -2.178 -0.387 -5.774 -0.25
H -3.832 0.277 -5.782 0.30
H -2.920 1.641 -4.513 0.02
C 1.144 -5.438 0.699 -1.07
C 2.065 -4.627 1.571 0.19
O 3.058 -4.146 0.726 -0.59
H 0.629 -4.928 -0.115 0.22
H 0.358 -5.803 1.361 0.32
H 1.615 -6.379 0.414 0.31
H 2.308 -5.137 2.503 0.49
H 1.505 -3.770 1.945 -0.14
H 2.592 -3.560 0.126 0.23
C -1.676 5.759 -3.111 -1.30
C -1.905 4.424 -3.734 1.03
O -0.991 4.225 -4.760 -0.63
H -1.740 6.623 -3.773 0.37
H -0.667 5.808 -2.702 0.23
H -2.368 5.838 -2.273 0.23
H -2.891 4.390 -4.198 0.23
H -1.671 3.682 -2.971 -0.50
H -0.941 3.294 -4.989 0.27
C 6.632 -1.050 0.453 -0.28
C 6.791 -1.315 -1.091 -0.85
O 5.460 -1.056 -1.618 -0.28
H 5.946 -1.815 0.817 0.27
H 6.110 -0.101 0.572 -0.30
H 7.588 -0.932 0.964 0.55
H 7.018 -2.374 -1.206 0.37
H 7.634 -0.900 -1.643 0.37
H 4.871 -1.810 -1.538 -0.03
C -2.771 -3.421 -0.137 0.70
C -2.839 -4.938 -0.294 -0.59
O -2.277 -5.611 0.796 -0.46
H -3.188 -2.950 -1.027 -0.01
H -1.752 -3.047 -0.032 -0.20
H -3.427 -3.072 0.660 -0.23
H -2.286 -5.024 -1.229 -0.08
H -3.849 -5.314 -0.457 0.48
H -2.951 -6.031 1.336 0.29
C -4.202 0.590 -1.652 0.57
C -4.111 2.090 -1.504 -0.02
O -4.125 2.668 -2.766 -0.46
H -4.546 0.234 -0.681 -0.73
H -3.269 0.111 -1.947 -0.21
H -4.906 0.265 -2.419 0.55
H -3.251 2.522 -0.992 -0.46
H -4.974 2.438 -0.936 0.48
H -4.972 2.467 -3.171 0.31
C 2.367 4.009 -3.203 -0.41
O 3.744 3.873 -3.205 -0.14
C 4.334 4.538 -2.018 -0.26
C 5.894 4.131 -1.915 -0.84
N 6.141 2.738 -1.432 0.30
C 7.538 2.532 -1.211 -0.70
C 7.893 2.850 0.291 -0.77
O 6.949 2.140 1.071 0.08
C 7.198 2.226 2.459 -0.76
H 1.849 4.967 -3.248 0.49
H 1.671 3.397 -2.629 -0.21
H 2.057 3.684 -4.196 0.09
H 3.771 4.361 -1.102 0.07
H 4.329 5.606 -2.238 0.35
H 6.360 4.734 -1.135 0.43
H 6.344 4.381 -2.876 0.38
H 5.755 2.740 -0.498 -0.13
H 8.225 3.138 -1.801 0.44
H 7.923 1.532 -1.410 0.12
H 7.807 3.932 0.390 0.38
H 8.924 2.534 0.450 0.47
H 8.061 1.618 2.733 0.35
H 6.359 1.857 3.050 -0.03
H 7.300 3.232 2.865 0.35
C -11.503 1.656 5.549 -0.78
O -10.775 0.736 4.822 -0.31
C -10.012 1.411 3.734 -0.61
C -9.128 0.453 2.881 -0.63
N -7.942 -0.077 3.586 -0.16
C -7.133 -0.933 2.802 -1.28
C -5.874 -0.351 2.085 0.11
O -4.686 -0.377 2.837 -0.37
C -3.435 -0.035 2.129 -0.43
H -10.844 2.378 6.031 0.32
H -11.911 1.133 6.414 0.26
H -12.335 2.101 5.003 0.29
H -9.314 2.182 4.061 0.34
H -10.720 2.009 3.159 0.42
H -8.895 1.002 1.969 0.32
H -9.760 -0.373 2.553 0.39
H -7.415 0.695 3.969 0.27
H -7.706 -1.447 2.030 0.39
H -6.826 -1.800 3.387 0.30
H -6.139 0.682 1.860 0.28
H -5.636 -0.896 1.171 0.16
H -3.244 -0.567 1.197 -0.05
H -2.616 -0.009 2.847 0.23
H -3.669 0.963 1.757 0.49
C -7.011 -2.049 -5.269 -0.76
O -5.561 -2.197 -5.439 -0.44
C -4.788 -2.059 -4.281 -0.10
C -3.362 -2.658 -4.410 -0.20
N -3.449 -4.178 -4.381 -0.25
C -2.137 -4.887 -4.505 -0.60
C -2.412 -6.381 -4.613 -0.43
O -1.180 -7.011 -4.570 -0.31
C -1.100 -8.451 -4.510 -0.74
H -7.388 -1.028 -5.210 0.27
H -7.314 -2.642 -4.406 0.34
H -7.467 -2.490 -6.155 0.28
H -5.320 -2.449 -3.413 0.73
H -4.578 -0.992 -4.211 -0.44
H -2.664 -2.393 -3.615 -0.24
H -2.831 -2.456 -5.340 0.78
H -3.953 -4.631 -5.129 0.29
H -1.661 -4.869 -3.524 0.05
H -1.488 -4.364 -5.207 0.34
H -2.903 -6.700 -5.532 0.39
H -2.994 -6.656 -3.733 0.34
H -0.336 -8.679 -3.767 0.24
H -0.637 -8.853 -5.412 0.25
H -2.042 -8.784 -4.073 0.33
C -4.245 6.629 0.685 -0.89
O -3.094 5.814 0.728 -0.19
C -3.107 4.683 1.565 -0.74
C -1.669 4.049 1.525 -0.01
N -0.728 4.867 2.175 -0.24
C 0.655 4.309 2.313 -0.30
C 1.774 5.300 2.812 -0.80
O 1.733 6.578 2.118 -0.30
C 1.824 7.716 3.007 -0.88
H -4.671 6.733 1.683 0.35
H -4.997 6.298 -0.030 0.27
H -4.042 7.649 0.360 0.27
H -3.791 4.069 0.980 0.17
H -3.454 4.739 2.596 0.46
H -1.361 3.874 0.494 0.15
H -1.725 3.077 2.014 0.14
H -0.640 5.728 1.654 0.31
H 1.003 3.965 1.339 0.31
H 0.761 3.501 3.036 0.14
H 2.745 4.812 2.738 0.30
H 1.528 5.553 3.844 0.49
H 1.083 7.733 3.806 0.36
H 1.817 8.646 2.438 0.24
H 2.705 7.621 3.642 0.36
C 7.737 -4.525 3.537 -0.58
O 8.171 -3.268 3.865 -0.36
C 7.341 -2.578 4.914 -0.58
C 5.975 -2.006 4.318 -0.02
N 4.998 -1.390 5.278 -0.36
C 3.952 -0.787 4.557 -0.17
C 3.196 0.349 5.358 -0.36
O 4.091 1.372 5.566 -0.39
C 3.335 2.673 5.690 -0.48
H 6.714 -4.408 3.181 0.23
H 7.911 -5.201 4.374 0.29
H 8.295 -4.917 2.686 0.24
H 7.964 -1.770 5.296 0.28
H 7.200 -3.294 5.723 0.38
H 5.583 -2.880 3.799 0.02
H 6.280 -1.348 3.504 0.11
H 5.389 -0.636 5.825 0.38
H 3.413 -1.518 3.955 0.39
H 4.392 -0.228 3.730 -0.25
H 2.640 0.016 6.234 0.42
H 2.325 0.701 4.804 0.13
H 2.752 2.808 4.779 -0.08
H 3.957 3.567 5.653 0.34
H 2.643 2.798 6.523 0.38
C -4.067 -1.401 7.747 -0.78
O -4.168 -2.568 7.003 -0.40
C -4.606 -2.331 5.673 -0.18
C -4.305 -3.549 4.694 -0.58
N -2.930 -3.992 4.619 -0.48
C -2.034 -3.066 3.934 0.43
C -0.537 -3.399 4.229 -0.42
O -0.276 -3.478 5.702 -0.36
C 0.901 -4.022 6.146 -0.61
H -5.100 -1.270 8.070 0.33
H -3.756 -0.521 7.183 0.28
H -3.432 -1.593 8.611 0.25
H -4.087 -1.516 5.167 0.05
H -5.605 -1.900 5.743 0.54
H -4.580 -3.264 3.679 0.11
H -4.980 -4.372 4.929 0.34
H -2.627 -4.071 5.579 0.44
H -2.317 -2.126 4.409 0.14
H -2.281 -3.024 2.873 -0.17
H 0.194 -2.630 3.982 0.22
H -0.174 -4.393 3.968 0.24
H 0.859 -4.030 7.236 0.26
H 1.774 -3.413 5.914 0.08
H 1.155 -4.968 5.668 0.33
C 5.498 -2.856 -4.111 -0.85
O 4.634 -1.780 -4.366 -0.16
C 3.291 -2.235 -4.732 -0.92
C 2.211 -1.097 -4.943 0.25
N 2.783 0.080 -5.743 -0.33
C 1.898 1.285 -5.745 0.64
C 2.582 2.371 -6.672 -1.02
O 3.617 2.994 -5.952 0.01
C 4.096 4.031 -6.805 -1.02
H 5.321 -3.416 -3.193 0.27
H 6.546 -2.578 -4.228 0.24
H 5.409 -3.647 -4.855 0.38
H 2.913 -2.945 -3.997 0.36
H 3.298 -2.808 -5.659 0.45
H 1.896 -0.729 -3.967 -0.56
H 1.311 -1.411 -5.471 0.57
H 2.660 -0.381 -6.634 0.32
H 1.586 1.831 -4.855 -0.51
H 0.972 0.974 -6.229 0.22
H 1.888 3.163 -6.950 0.43
H 2.950 1.904 -7.585 0.44
H 5.055 4.375 -6.416 0.24
H 3.446 4.896 -6.936 0.37
H 4.403 3.688 -7.793 0.38
```

Calculated values
Maximum force = 0.0713 hartree/bohr
Lowest unoccupied orbital energy = 0.0556 Eh
Gap between HOMO and LUMO = 3.48 eV
Charge = -1
HOMO level = -2.0 eV
2S+1 = 1